This record from OMol25 describes C6H16Si as an isolated structure. The level of theory is ωB97M-V/def2-TZVPD.

Structure (XYZ):
```
23
Properties=species:S:1:pos:R:3:forces:R:3
C 1.462757 -0.886015 2.659048 0.0 0.1 -0.2
C -0.663113 -1.683995 0.298782 -0.1 0.2 0.0
C -2.179854 1.365091 -1.479035 0.5 0.3 0.0
C 0.758158 0.787831 -2.400847 -0.2 0.3 0.4
C 1.196916 -0.244122 1.295998 -0.1 0.0 0.3
C -0.248330 -0.339250 0.836065 0.4 2.4 -2.3
Si -0.348495 1.374337 -0.975664 -0.7 -3.1 1.6
H 2.526480 -0.847707 2.893574 0.0 0.0 0.1
H 1.145817 -1.926563 2.669858 0.0 -0.1 0.1
H 0.921330 -0.348787 3.436840 0.0 0.0 0.1
H 0.000362 -2.008154 -0.504128 0.0 -0.1 0.0
H -0.639520 -2.443363 1.084173 0.0 -0.1 0.0
H -1.682006 -1.642893 -0.087757 0.0 -0.1 0.0
H -2.472713 0.392250 -1.866296 0.1 -0.2 0.0
H -2.819457 1.580483 -0.626982 0.0 0.1 0.1
H -2.395501 2.103289 -2.249589 0.0 0.1 -0.1
H 0.223038 0.109931 -3.061886 -0.1 -0.1 0.0
H 1.112319 1.623218 -3.002435 0.0 0.1 0.0
H 1.631772 0.261690 -2.027300 0.1 0.0 0.1
H 1.485874 0.807588 1.362156 0.1 0.0 0.0
H 1.839199 -0.711955 0.547556 0.1 0.0 -0.1
H -0.935120 0.028451 1.594540 -0.1 0.1 0.0
H 0.080086 2.648645 -0.396672 0.1 0.3 0.1
```
Positions in Å, forces in eV/Å.

Computed properties:
Relative energy (zero: lowest compared OMol25 entry of this formula, charge and spin) (kJ/mol): 115.0
2S+1: 1
E_HOMO (eV): -8.00
Charge: 0

Löwdin population analysis, charges in e, atoms 1 to 2: C -0.115; C -0.153

=====

This record from OMol25 describes a 2-piece molecular cluster, C6H16Si2 overall. The level of theory is ωB97M-V/def2-TZVPD.

Structure (XYZ):
```
24
Properties=species:S:1:pos:R:3:forces:R:3
C 1.593389 -0.532235 -0.456889 1.4 1.5 -0.5
C 0.669617 0.234118 0.071674 2.3 0.8 -0.4
C 1.538601 -1.735173 -1.360202 -3.3 0.9 1.0
C 0.834732 1.420897 0.958123 1.1 -0.1 -0.3
C -2.779427 -0.463438 1.724464 -2.6 -0.2 -3.1
C -2.664649 1.136238 -0.989641 1.3 -1.8 0.5
Si 3.421667 0.082160 -0.383876 0.3 -0.6 2.9
Si -2.093897 -0.512186 -0.045086 -1.3 -0.7 -0.3
H 2.111429 -1.646993 -2.253480 0.4 0.1 -0.6
H 0.426355 -1.700695 -1.529375 1.0 -0.9 -0.8
H 1.748617 -2.621312 -0.813276 0.4 -0.9 0.3
H 0.179438 2.269820 0.787774 -0.4 -0.2 0.0
H 1.901950 1.836567 0.916668 -1.4 -0.6 0.0
H 0.698692 0.972530 1.923798 -0.2 0.5 1.0
H -2.186347 -0.861055 2.428002 2.4 -1.3 2.6
H -3.175592 0.465694 2.038862 -0.1 1.2 0.3
H -3.661251 -1.130664 1.679871 0.2 0.1 0.0
H -1.725922 1.701624 -1.094093 -0.4 0.1 -0.1
H -3.058228 0.896593 -1.967324 -0.2 0.2 -0.2
H -3.358195 1.643508 -0.341572 -0.3 0.3 0.0
H 4.091025 0.181681 -1.644926 0.2 -0.3 -1.0
H 4.004324 -1.008505 0.598540 -0.1 0.8 -1.2
H 3.845787 1.372504 0.317813 -0.6 -0.5 -0.4
H -2.362105 -2.001670 -0.565857 -0.2 1.5 0.1
```
Positions in Å, forces in eV/Å.

Computed properties:
Relative energy (zero: lowest compared OMol25 entry of this formula, charge and spin) (kJ/mol): 0.0
2S+1: 3
E_HOMO (alpha / beta) (eV): -5.43 / -9.40
Charge: 0

Löwdin population analysis, charges in e, atoms 1 to 2: C -0.483; C -0.177

=====

This record from OMol25 describes C6H17AlBBeCl3F6IKLiNO9PS as an isolated structure. The level of theory is ωB97M-V/def2-TZVPD.

Structure (XYZ):
```
50
Properties=species:S:1:pos:R:3:forces:R:3
O 3.783794 -2.488288 -0.254228 -3.4 1.3 -2.7
P 2.633313 -2.022066 -1.235527 5.5 -1.7 -0.6
O 3.353641 -1.035999 -2.492364 -0.2 -3.6 2.7
O 2.012981 -3.462917 -2.069501 1.9 1.9 0.6
C 1.214044 -1.178655 -0.277025 -2.4 0.7 1.1
C 1.531027 -0.243611 1.030694 0.5 0.5 -0.5
B 2.850843 0.726737 0.895823 1.8 1.6 0.4
O 3.530190 1.120007 -0.354988 0.4 -1.6 3.6
O 3.379108 1.300658 2.184058 -0.8 0.5 -3.0
O 0.549265 -2.359741 0.368304 -1.3 0.8 -2.4
S -0.844355 -2.792781 -0.515716 -0.8 -5.3 3.5
O -2.025697 -2.617446 0.468747 3.6 0.4 -3.4
O -0.620176 -4.303510 -0.775123 -0.9 5.9 -0.4
O -0.637303 -1.671600 -1.789259 0.3 -0.7 2.1
C -0.040881 -0.494726 -1.087066 1.8 0.5 0.7
C 0.240627 0.878781 -1.936711 -0.3 -0.6 -0.9
C -1.048119 1.892044 -2.055389 0.5 0.7 -0.5
C -1.586448 2.483292 -0.617691 1.0 0.8 0.1
I -3.794823 2.781025 -0.734304 1.3 0.4 -0.5
H 4.301617 -1.406486 -2.586095 -1.9 0.8 0.5
H 2.798758 -4.054888 -2.343579 -2.3 1.4 1.3
H 0.597440 0.485341 1.179716 1.9 -1.7 -0.2
H 1.677319 -0.905672 1.987295 -0.4 1.2 -2.0
H 4.523808 1.034227 -0.136904 -2.2 0.5 -0.7
H 3.739359 2.228775 2.013687 -0.6 -2.0 0.2
H -0.854851 -0.279957 -0.255668 1.5 -0.2 -0.6
H 0.573375 0.561016 -3.036011 0.0 0.9 2.4
H 1.128336 1.478059 -1.455564 -1.5 -1.5 -1.0
H -0.662972 2.838510 -2.672477 -0.7 -2.1 1.3
H -1.920307 1.432348 -2.727122 1.7 0.9 1.5
H -1.315084 1.814101 0.313411 -0.9 1.2 -1.7
H -1.158176 3.573974 -0.401608 -0.9 -2.5 -0.6
F -1.043638 7.187459 3.010984 -2.0 -1.5 -0.7
Al -1.894832 5.786526 2.265266 2.6 -2.4 -1.2
F -1.652299 4.323406 3.287139 -0.6 2.5 -1.3
F -1.228594 5.486103 0.619219 -1.1 0.7 2.4
F -3.654754 6.148780 2.143614 3.8 -6.6 -6.4
N -4.594784 -1.437898 2.135522 -0.4 -0.9 0.3
H -4.186064 -0.557077 2.469076 0.2 1.4 -0.8
H -4.979543 -1.959749 2.931622 0.2 0.1 -0.4
H -5.345177 -1.234549 1.464799 0.5 0.4 0.1
H -3.868548 -2.000074 1.676553 0.2 0.2 -0.2
F -4.045177 1.268920 1.478018 -0.2 -1.5 1.2
K -4.045177 7.380547 3.403599 -2.6 7.2 7.2
Li 4.654823 -4.673998 -2.732764 -0.1 -0.9 1.0
F 2.554823 0.799335 -3.506098 -0.6 0.9 -0.6
Cl 3.754823 -6.752839 -1.243054 1.0 1.4 -2.1
Be -2.245177 0.210991 -1.051565 -2.4 -0.1 -0.1
Cl 1.954823 -7.245259 0.473435 0.0 -1.0 2.7
Cl 1.954823 -8.041177 2.542823 -0.6 0.6 -1.6
```
Positions in Å, forces in eV/Å.

Computed properties:
2S+1: 1
E_HOMO (eV): -2.97
Charge: -1

Löwdin population analysis, charges in e, atoms 1 to 2: O -0.382; P 0.821

=====

This record from OMol25 describes C6H17BeBrCl4FLiMgO7P2S2 as an isolated structure. The level of theory is ωB97M-V/def2-TZVPD.

Structure (XYZ):
```
43
Properties=species:S:1:pos:R:3:forces:R:3
C -2.059462 0.289582 -0.430961 -0.8 -0.5 -0.7
O -1.119208 0.792563 -1.388150 0.1 0.2 1.1
C -0.088599 1.591552 -0.840422 -0.1 -0.9 -1.2
S 1.501843 0.588998 -0.830654 1.0 2.2 3.7
P 1.659560 -0.185718 1.188188 1.2 2.9 2.0
S 3.446524 0.180661 1.907795 -0.2 -0.3 0.0
H -2.054120 -0.849059 -0.489241 -1.5 1.7 -0.3
H -3.067677 0.583548 -0.749708 0.0 -0.2 0.1
H -1.874259 0.602170 0.602209 0.3 0.1 -0.1
H -0.286555 2.011544 0.150560 0.5 0.0 0.0
H 0.110135 2.372722 -1.571655 0.2 0.1 0.2
H 1.340859 -0.526980 -1.923712 -1.6 -0.9 -1.7
H 1.312166 -1.546018 1.264518 -0.8 0.2 -0.2
H 0.711045 0.510670 1.993407 -0.1 -0.2 -0.7
C 2.811847 -3.480609 -0.935204 0.3 -0.2 0.2
Cl 3.113496 -4.999688 -0.103026 -0.1 0.2 -0.2
Cl 1.098862 -3.400219 -1.514097 0.9 -1.0 -0.2
Cl 3.179050 -2.088865 0.116896 1.1 -1.3 -1.2
H 3.463038 -3.430008 -1.801319 -0.1 0.1 0.0
O -0.414699 -5.679376 -0.180586 0.3 0.3 -0.1
H 0.532204 -5.484619 -0.107157 -0.3 0.4 0.4
Li 1.405969 -4.032646 -3.839962 -0.4 0.2 0.2
Cl -2.715052 -5.192008 -0.151002 -1.2 -0.3 0.1
F 0.737903 -6.991747 -0.993356 0.5 -0.5 -0.5
Mg -0.527997 -1.596748 -0.084966 0.1 -1.5 0.0
Br -4.919681 -5.842542 -0.185919 0.8 0.4 0.0
Be 0.560354 -0.884356 -3.246688 -0.1 -0.8 -0.6
C 0.540376 3.992698 3.543707 0.3 0.4 0.7
C 1.732007 4.002847 2.562613 -1.4 0.1 -0.9
C 1.841233 5.413925 1.946592 0.3 0.5 0.6
O 1.492749 3.105983 1.567416 0.2 -0.8 -0.1
H -0.399953 4.227406 3.038053 0.1 0.0 -0.2
H 0.437119 3.015914 4.022848 0.1 -0.1 -0.1
H 0.680145 4.737740 4.344046 -0.1 0.0 0.0
H 2.646910 3.871377 3.191016 0.1 -0.3 -0.2
H 0.935252 5.685931 1.398943 -0.1 -0.2 0.0
H 2.688095 5.476010 1.259326 0.0 -0.2 0.0
H 1.995816 6.175479 2.728683 0.0 0.0 -0.1
O -3.210697 -1.370427 -2.745077 0.2 -0.2 0.2
P -4.489954 -0.606471 -3.090978 0.0 0.0 0.4
O -4.236204 0.365243 -4.245115 -0.4 0.0 -0.1
O -4.933410 0.182169 -1.854073 0.3 0.3 -0.1
O -5.577030 -1.588626 -3.523788 0.3 0.0 -0.4
```
Positions in Å, forces in eV/Å.

Computed properties:
2S+1: 1
E_HOMO (eV): -0.96
Charge: -2

Löwdin population analysis, charges in e, atoms 1 to 2: C -0.168; O -0.306

=====

This record from OMol25 describes C6H17ClInN2O as an isolated structure. The level of theory is ωB97M-V/def2-TZVPD.

Structure (XYZ):
```
28
Properties=species:S:1:pos:R:3:forces:R:3
C -2.076449 3.605458 2.025949 -0.5 -0.4 0.2
C -2.763243 2.915703 0.853080 0.0 1.0 -0.3
Cl -3.189904 1.219670 1.302309 0.0 -0.2 0.1
C -1.979595 2.989558 -0.445599 0.1 -0.5 0.3
In 0.092700 2.084711 -0.484519 0.1 -0.1 -0.4
N 1.383302 2.856190 1.038513 0.1 -0.2 -0.4
H -2.821119 3.821286 2.797765 0.1 0.1 0.1
H -1.639617 4.541764 1.685064 0.2 0.0 0.0
H -1.323898 2.963131 2.476985 0.3 0.1 -0.2
H -3.731534 3.412001 0.724762 -0.2 -0.3 0.1
H -1.941530 4.043162 -0.737889 0.0 0.1 0.0
H -2.553956 2.461958 -1.213578 0.0 0.1 -0.1
H 0.807231 2.583707 -2.062002 -0.1 0.1 0.2
H 0.021876 0.332872 -0.430594 -0.2 0.1 0.2
H 1.364443 3.868301 1.049866 0.0 0.1 0.3
H 1.184633 2.510646 1.968015 -0.1 0.2 0.1
C 3.088803 -3.522873 -0.691818 0.0 0.0 0.0
C 1.802482 -2.760756 -0.942241 -0.2 0.0 0.0
O 1.766269 -1.556602 -1.043506 0.4 -0.1 -0.1
N 0.649523 -3.495116 -1.045823 0.1 -0.1 0.0
C 0.484146 -4.927400 -0.951494 -0.2 0.2 0.0
H 3.898296 -2.802284 -0.632715 0.0 0.1 0.0
H 3.038382 -4.077073 0.246997 0.0 -0.1 0.0
H 3.292930 -4.221150 -1.505536 0.0 0.0 0.0
H -0.166683 -2.923658 -1.201773 0.0 0.0 0.0
H 0.056603 -5.328163 -1.874417 0.0 -0.1 0.0
H -0.184842 -5.184225 -0.126180 0.0 -0.1 0.0
H 1.440750 -5.410816 -0.779622 0.0 0.0 0.0
```
Positions in Å, forces in eV/Å.

Computed properties:
Relative energy (zero: lowest compared OMol25 entry of this formula, charge and spin) (kJ/mol): 0.0
2S+1: 1
E_HOMO (eV): -3.74
Charge: -1

Löwdin population analysis, charges in e, atoms 1 to 2: C -0.167; C -0.870

=====

This record from OMol25 describes C6H17GeILuO3SSbSe5 as an isolated structure. The level of theory is ωB97M-V/def2-TZVPD.

Structure (XYZ):
```
36
Properties=species:S:1:pos:R:3:forces:R:3
Lu -0.147272 -2.508440 -1.727288 0.8 1.2 0.6
Se 0.261334 -0.680149 -6.639176 -0.4 -0.8 0.6
Sb -1.097701 -1.096714 -4.588387 -0.5 2.6 -1.0
Se -1.487887 -3.637043 -3.663676 0.3 0.8 0.2
Se -0.021724 0.815008 -3.070745 -0.4 -2.3 0.6
Se -3.310374 0.104199 -4.830171 0.5 -1.1 0.1
I 2.583788 -2.556692 -2.920025 -0.6 -0.3 0.5
C 0.178988 3.523641 2.176295 0.0 0.0 -0.6
Ge 0.544090 2.716315 0.397641 0.2 -0.1 0.9
C -0.403792 3.794998 -0.888682 -0.6 -0.4 -0.5
C 2.482805 2.847252 0.092657 0.0 -0.2 -0.3
C -0.006229 0.854280 0.782066 0.7 -0.2 -0.4
Se 1.658104 -0.129175 0.303326 -0.2 -2.2 1.0
C 2.038851 -1.304816 1.986842 -1.2 0.4 -0.8
H 0.605044 4.520718 2.208230 0.0 0.2 0.2
H 0.555392 2.915770 2.990414 0.2 -0.1 0.1
H -0.901951 3.567905 2.271987 -0.2 0.2 0.1
H -0.294076 4.832895 -0.594140 0.0 0.3 0.0
H -1.464182 3.522038 -0.865741 0.1 0.1 0.0
H -0.082933 3.640211 -1.926227 0.1 0.1 0.3
H 2.807872 3.856075 0.310238 0.0 0.5 -0.1
H 2.703704 2.599550 -0.961966 0.0 0.1 0.5
H 3.048757 2.181611 0.747251 -0.1 0.1 -0.2
H -0.789306 0.447519 0.140994 0.0 0.1 0.2
H -0.223488 0.736891 1.850591 0.0 0.0 -0.3
H 2.634369 -0.759890 2.729355 -0.2 -0.2 -0.3
H 2.490248 -2.255467 1.672688 0.1 0.5 -0.1
H 1.038273 -1.576270 2.373641 0.5 0.3 0.0
C -2.503011 -4.564376 1.331548 0.2 -1.1 -0.3
S -1.409469 -3.198026 0.999542 0.4 1.4 -0.7
O -0.032223 -3.720805 0.424004 -3.5 1.7 0.2
O -1.427505 -2.835802 2.414235 1.5 1.3 -1.0
O -1.988689 -2.102522 0.018110 2.4 -3.5 1.8
H -1.876331 -5.272080 1.895046 0.0 0.3 -0.2
H -2.938531 -5.111948 0.520545 -0.3 0.0 -0.7
H -3.224943 -4.166661 2.038977 -0.2 0.0 -0.4
```
Positions in Å, forces in eV/Å.

Computed properties:
Relative energy (zero: lowest compared OMol25 entry of this formula, charge and spin) (kJ/mol): 209.8
2S+1: 1
E_HOMO (eV): -1.14
Charge: -2

Löwdin population analysis, charges in e, atoms 1 to 2: Lu 0.746; Se -0.353

=====

Number 1: E -527.655328 Ha. Number 2: E -816.941432 Ha. Number 3: E -4877.240120 Ha. Number 4: E -6980.978753 Ha. Number 5: E -1073.863938 Ha. Number 6: E -16720.469123 Ha.